Formula: C27H27As2N3O12RhS2
Source: the OMol25 dataset
Level of theory: wB97M-V/def2-TZVPD

```
74
Properties=species:S:1:pos:R:3:forces:R:3
Rh -0.9718 -0.2942 -0.0387 -0.0298 -0.1573 0.0449
S -1.7970 1.3718 1.8422 0.0383 0.0199 -0.0447
C -1.4367 2.4011 0.5672 -0.0053 -0.0308 0.0325
N -0.9991 1.8770 -0.5894 0.0062 0.0591 0.0635
C -0.7614 2.8230 -1.5204 0.0032 -0.0449 -0.0380
C -0.3124 2.5839 -2.8355 -0.0092 0.0076 0.0137
C -0.1267 3.6611 -3.6538 0.0061 0.0019 -0.0110
C -0.3766 4.9785 -3.1980 0.0082 0.0052 -0.0201
C -0.8196 5.2365 -1.9219 -0.0038 -0.0156 0.0199
C -1.0159 4.1459 -1.0739 0.0113 0.0216 -0.0269
S -1.5636 4.1261 0.5557 -0.0113 0.0363 0.0183
H -0.1422 1.5668 -3.1629 -0.0068 0.0140 0.0046
H 0.2106 3.5147 -4.6708 -0.0026 0.0070 0.0052
H -0.2179 5.8052 -3.8774 -0.0008 -0.0095 0.0014
H -1.0111 6.2475 -1.5906 -0.0008 -0.0094 0.0028
C 2.0695 -0.4506 -2.7084 -0.0025 -0.0576 0.0512
C 0.8581 -1.3088 -2.7329 0.0036 0.0204 0.0049
N -0.1612 -1.2471 -1.8950 -0.0177 0.0193 0.0037
C -1.0585 -2.2185 -2.2765 0.0024 -0.0317 -0.0090
C -0.5670 -2.8785 -3.3644 0.0310 -0.0180 -0.0259
N 0.6333 -2.2829 -3.6339 -0.0004 0.0111 0.0025
C -1.0150 -4.0036 -4.2352 -0.0618 -0.0641 0.0056
O -2.1649 -4.5665 -3.9379 0.1027 -0.0300 -0.0917
O -0.3084 -4.3398 -5.1509 0.0208 0.0131 -0.0073
C -2.3170 -2.4150 -1.5139 0.0037 0.1825 0.0745
O -3.1100 -3.2846 -1.8436 -0.0242 -0.0385 0.0660
O -2.4779 -1.6204 -0.4982 -0.0277 -0.0763 -0.1408
H 2.0108 0.2289 -1.8604 -0.0075 0.0211 -0.0011
H 2.1643 0.1336 -3.6246 -0.0011 -0.0136 -0.0094
H 2.9545 -1.0757 -2.5941 0.0147 0.0105 -0.0184
H 1.2491 -2.6157 -4.3635 0.0018 0.0064 -0.0061
H -2.5944 -4.1360 -3.1484 -0.0679 0.0336 0.0387
C 6.6522 2.5322 3.8497 -0.0388 -0.0273 0.0173
O 6.3133 1.2662 3.2489 0.0147 -0.0380 0.0331
C 5.0274 1.0637 2.9959 0.0350 0.0793 -0.0993
O 4.1404 1.8222 3.3112 -0.0018 -0.0287 0.0498
C 4.7405 -0.2040 2.2544 -0.0360 -0.0267 0.0212
C 5.6726 -0.8365 1.5486 0.0212 0.0219 0.0609
As 5.5162 -2.5027 0.5398 0.0198 -0.0262 -0.0018
C 5.7557 -1.7759 -1.2627 0.0228 -0.0170 -0.0314
C 3.5750 -2.7297 0.4661 -0.0682 0.0359 0.0031
C 2.6440 -2.0718 1.1596 -0.0021 0.0243 0.0420
As 2.8114 -0.5285 2.3901 0.0096 -0.0324 -0.0329
C 2.3362 0.8319 1.0428 -0.0388 -0.0018 -0.0516
C 1.2206 -2.4837 1.0431 -0.0128 -0.0010 0.0123
O 0.2944 -1.6811 1.1379 0.0209 0.0748 -0.0040
O 1.0326 -3.7729 0.9149 0.0218 -0.0351 -0.0268
C -0.3153 -4.2632 0.6929 0.0463 0.0407 -0.0070
C 3.1982 -3.7509 -0.5821 0.0619 -0.0024 0.0067
O 2.7762 -3.3798 -1.6488 -0.0502 0.0204 0.0128
O 3.4407 -5.0363 -0.3645 -0.0133 -0.0124 0.0133
C 3.7903 -5.5096 0.9486 -0.0125 0.0192 -0.0086
C 7.0656 -0.2822 1.3471 -0.0054 -0.0694 -0.1458
O 7.2610 0.5002 0.4585 0.0047 0.0310 0.0297
O 8.0769 -0.7995 2.0446 0.0132 -0.0249 0.0322
C 7.8141 -1.6358 3.1810 -0.0166 0.0576 -0.0085
H 7.7352 2.5481 3.8982 0.0042 -0.0019 -0.0030
H 6.2155 2.5968 4.8435 -0.0010 0.0050 0.0072
H 6.2787 3.3455 3.2327 0.0095 0.0025 -0.0120
H 6.8066 -1.5287 -1.3956 -0.0005 0.0046 0.0174
H 5.1522 -0.8843 -1.4126 -0.0066 0.0021 0.0145
H 5.4783 -2.5525 -1.9745 -0.0058 0.0127 -0.0071
H 3.0935 0.8669 0.2610 0.0068 0.0061 -0.0041
H 2.2666 1.7991 1.5346 0.0110 -0.0174 0.0272
H 1.3739 0.5673 0.6022 0.0426 0.0355 0.0127
H -0.2913 -5.3072 0.9825 -0.0093 -0.0040 0.0018
H -0.5415 -4.1703 -0.3669 -0.0152 -0.0087 0.0009
H -1.0265 -3.7008 1.2904 -0.0056 -0.0060 0.0042
H 3.5250 -6.5616 0.9576 0.0029 -0.0090 -0.0036
H 3.2264 -4.9836 1.7165 -0.0041 0.0096 -0.0037
H 4.8600 -5.3993 1.1136 0.0140 0.0017 0.0096
H 8.7883 -1.9521 3.5384 0.0047 0.0149 0.0051
H 7.2330 -2.5143 2.9027 -0.0043 -0.0140 -0.0055
H 7.2991 -1.0701 3.9546 -0.0115 0.0112 0.0179
```
Positions in Å, forces in eV/Å.

**2S+1**: 5
**Gap between HOMO and LUMO (alpha / beta)**: 8.4 / 5.1 eV
**E_LUMO (alpha / beta)**: -0.1178 / -0.2401 hartree
**Total charge**: +1
**⟨S²⟩**: 6.04



Formula: C5H8O
Source: the OMol25 dataset
Level of theory: wB97M-V/def2-TZVPD

```
14
Properties=species:S:1:pos:R:3:forces:R:3
C 1.1614 0.9420 -0.7410 0.0584 0.0158 0.0514
C -0.1742 0.2251 -0.8267 0.0152 0.0561 -0.0904
C -0.3276 -1.2183 -0.5011 0.0756 -0.1732 -0.0675
C -0.9865 -0.1874 0.3926 -0.1820 0.0813 0.1814
C -0.4403 -0.0516 1.7637 -0.1448 0.0351 0.1052
O -1.1010 0.2362 2.7346 0.2552 -0.0859 -0.3615
H 1.9022 0.4596 -1.3890 -0.1306 0.0964 0.0692
H 1.0562 1.9816 -1.0688 0.0125 -0.1616 0.0951
H 1.5707 0.9620 0.2740 -0.0547 -0.0517 -0.2040
H -0.8035 0.5687 -1.6452 0.0895 -0.0572 0.1421
H 0.5334 -1.7391 -0.0869 -0.0963 0.1088 -0.0400
H -0.9722 -1.8388 -1.1152 0.0786 0.1093 0.1018
H -2.0650 -0.0668 0.3429 0.1686 -0.0264 -0.0127
H 0.6463 -0.2732 1.8661 -0.1452 0.0532 0.0299
```
Positions in Å, forces in eV/Å.

**Structure (SMILES)**: C[C@H]1C[C@H]1C=O
**Gap between HOMO and LUMO**: 10.8 eV
**E_LUMO**: 0.0395 hartree



Formula: C6H10NO2P
Source: the OMol25 dataset
Level of theory: wB97M-V/def2-TZVPD

```
20
Properties=species:S:1:pos:R:3:forces:R:3
C -3.0566 -0.7334 1.1662 -0.5190 -0.0860 -0.3063
C -2.1964 -0.6800 0.3315 0.0909 -1.2197 -0.9710
C -0.5010 0.5406 -0.9274 1.2426 -0.6129 -3.2892
C -1.1598 -0.8834 -0.7885 -3.2017 4.7648 1.1781
C -0.1116 1.6192 1.2125 0.4714 -1.5787 0.4097
C 2.6550 -0.6734 -0.8971 -1.8837 -2.6527 -0.4590
N 0.4900 0.7707 0.0811 -2.0104 2.2476 1.1573
O 1.8598 -0.7191 1.7280 -0.2476 -0.6310 0.6752
O -0.2330 -1.7115 -0.4781 5.1768 -1.9197 1.8641
P 1.3135 -0.5683 0.3879 0.0688 -1.5763 -2.0486
H -3.9715 -0.8891 1.6912 0.2559 0.2336 0.3589
H 0.0377 0.3791 -1.9321 -0.6544 0.8526 1.0923
H -1.1415 1.4059 -0.9457 -0.4832 0.0118 -0.4052
H -1.6843 -1.0292 -1.7503 0.0704 -0.3990 0.3774
H -1.1533 1.2913 1.3142 0.3243 0.0608 0.2469
H 0.4508 1.3129 2.1276 -0.5323 0.7580 -0.5895
H -0.1518 2.7056 1.0306 0.7238 -0.5473 -0.2747
H 2.7974 0.3491 -1.1790 0.6184 0.4796 -0.0924
H 3.4662 -1.2014 -0.3433 -0.3308 0.6916 -0.8042
H 2.2904 -1.2856 -1.8296 0.8198 1.1229 1.8799
```
Positions in Å, forces in eV/Å.

**Structure (SMILES)**: C#C[C@H]1CN(C)[P@@](C)(=O)O1
**Gap between HOMO and LUMO**: 10.1 eV
**E_LUMO**: 0.0244 hartree



Formula: C3H6NOP
Source: the OMol25 dataset
Level of theory: wB97M-V/def2-TZVPD

```
12
Properties=species:S:1:pos:R:3:forces:R:3
C -0.0402 2.8612 -1.2211 0.6267 0.6525 0.1332
C 1.2512 -1.0081 0.9172 -0.3781 0.3062 0.0223
C -1.0888 1.9488 -1.3807 1.0005 -3.7024 1.4862
N 0.8129 3.6160 -1.0730 0.0701 0.0565 -0.0117
O -0.2818 0.2867 -0.6844 -1.3952 3.1543 -3.9332
P -0.2604 0.0704 0.8679 0.2509 -0.3269 2.0080
H 2.1480 -0.3932 0.9577 -0.0019 0.0092 0.0206
H 1.2764 -1.6336 0.0251 0.0116 -0.0572 0.0869
H 1.1894 -1.6252 1.8133 0.0781 -0.0664 0.0235
H -1.9241 2.0379 -0.7069 -0.1683 0.1045 0.0061
H -1.2798 1.5760 -2.3739 -0.0575 0.0115 -0.0574
H -1.2059 -0.9898 0.9359 -0.0370 -0.1417 0.2155
```
Positions in Å, forces in eV/Å.

**Gap between HOMO and LUMO (alpha / beta)**: 7.2 / 7.2 eV
**E_LUMO (alpha / beta)**: -0.0486 / -0.0486 hartree



Formula: C7H14N3
Source: the OMol25 dataset
Level of theory: wB97M-V/def2-TZVPD

```
24
Properties=species:S:1:pos:R:3:forces:R:3
C 0.3418 1.5856 0.8190 -0.4845 0.3116 0.3840
C -1.0335 1.8742 0.2432 0.7387 0.2428 -0.0726
C 1.4052 0.9960 0.4048 -0.1482 -0.8206 -0.5542
C 3.2898 0.7900 -1.0215 0.7215 0.5348 -0.7957
C 2.7052 -0.9696 0.6235 0.1215 -0.9958 0.5703
C -3.9828 -0.0201 -0.4714 -0.4431 -0.0229 -0.1494
C -1.9314 -1.1027 0.3820 0.1509 -0.0467 -0.0945
N -2.1040 1.2814 -0.0535 -1.0805 0.1188 -0.2158
N 2.3848 0.3083 0.0023 -0.8083 0.7287 0.5386
N -2.6407 0.1101 0.0323 1.0077 -0.1152 0.2044
H 0.4838 2.2458 1.6745 0.3837 -0.0362 0.0773
H -1.1004 2.9518 0.1330 0.1128 0.0890 -0.0388
H 4.2373 1.0908 -0.5692 -0.0821 -0.0812 0.0234
H 3.4811 -0.0111 -1.7358 -0.0857 0.0140 0.0811
H 2.8595 1.6416 -1.5472 -0.0390 -0.0920 0.1445
H 3.6036 -1.3770 0.1677 -0.0385 0.0798 -0.0540
H 2.8847 -0.8451 1.6923 -0.0209 0.0972 -0.1304
H 1.8871 -1.6763 0.4875 0.0141 0.0890 -0.0683
H -4.6409 -0.4015 0.3104 -0.0337 -0.0465 -0.0129
H -4.3305 0.9608 -0.7856 0.0305 -0.0824 0.0272
H -4.0085 -0.7042 -1.3220 -0.0347 -0.0172 -0.0277
H -1.7307 -1.7059 -0.5104 0.0291 0.0260 0.0160
H -0.9871 -0.8535 0.8622 -0.0470 -0.0072 0.0860
H -2.5358 -1.7031 1.0617 0.0355 0.0320 0.0615
```
Positions in Å, forces in eV/Å.

**Structure (SMILES)**: CN(C)/N=C\C=C=[N+](C)C
**Gap between HOMO and LUMO**: 7.8 eV
**E_LUMO**: -0.1424 hartree
**Total charge**: +1



Formula: C4H8O2
Source: the OMol25 dataset
Level of theory: wB97M-V/def2-TZVPD

```
14
Properties=species:S:1:pos:R:3:forces:R:3
C -1.6073 0.8353 -0.0239 -0.0944 0.2146 -0.0587
C -0.4249 0.1272 0.6034 -0.1599 0.1268 -0.1817
O -0.5956 -1.2450 0.4739 -0.5549 0.0575 -1.0318
C 0.9053 0.3717 -0.1419 -0.1738 0.2150 0.0185
C 1.7363 -0.8073 0.0350 -0.0777 0.0138 -0.0392
O 0.9368 -0.6197 -1.2256 -0.1136 -0.1922 0.0219
H -1.7254 0.4896 -1.0574 -0.0034 0.1224 0.1190
H -2.5108 0.5539 0.5237 0.1109 0.1021 -0.0895
H -1.4988 1.9230 -0.0141 -0.0471 0.0157 -0.0114
H -0.2636 0.4859 1.6408 -0.1270 -0.3487 -0.1792
H 0.0006 -1.2022 -0.7937 -0.5823 -0.0695 1.3796
H 1.2513 1.3486 -0.4587 0.0368 -0.1065 0.0927
H 0.9946 -1.4864 0.6251 2.0841 0.1114 -0.3419
H 2.8015 -0.7745 -0.1865 -0.2978 -0.2624 0.3018
```
Positions in Å, forces in eV/Å.

**Gap between HOMO and LUMO**: 10.0 eV
**E_LUMO**: 0.0367 hartree



Formula: C4H10N3O2
Source: the OMol25 dataset
Level of theory: wB97M-V/def2-TZVPD

```
19
Properties=species:S:1:pos:R:3:forces:R:3
C 0.7966 -0.3445 0.5631 0.4051 1.5175 -0.1562
C 0.2273 0.6498 -0.1975 1.7568 -0.8060 2.3319
C 0.7239 -1.7996 0.4276 -0.3146 -3.9717 -0.2376
C -2.0695 0.1044 -0.8789 -0.2927 0.0679 0.9020
N 0.1566 1.9957 0.0902 -0.1853 -0.0026 -0.9489
N 1.6774 0.0570 1.7524 -1.0618 -1.5233 -1.2315
N -0.6084 0.2461 -1.3077 -2.1291 6.0546 0.1493
O 1.9893 1.2158 1.8303 0.5724 0.5875 0.7967
O 1.9893 -0.8674 2.4695 0.3213 1.3267 0.2731
H 1.1821 -2.2607 -0.5303 -1.1005 1.0570 1.0251
H 1.3611 -2.4085 1.1999 -1.2640 1.7705 -1.2055
H -0.3449 -2.2149 0.6189 1.6683 0.6658 -0.6314
H -2.3797 -0.7147 -1.4513 -1.0087 -1.1969 -0.5582
H -2.2920 -0.0306 0.2024 1.2428 -0.3881 -0.6125
H -2.6855 0.9586 -1.0805 0.2883 0.7049 -0.7817
H 0.7907 2.2968 0.8072 0.1438 -0.3096 0.6926
H 0.3404 2.6153 -0.6872 -0.3137 0.0040 -0.4241
H -0.2658 -0.5312 -1.7234 1.2077 -3.5633 -1.4787
H -0.5889 1.0326 -2.1046 0.0639 -1.9951 2.0958
```
Positions in Å, forces in eV/Å.

**Structure (SMILES)**: C[NH2+]/C(N)=C(\C)[N+](=O)[O-]
**Gap between HOMO and LUMO**: 9.5 eV
**E_LUMO**: -0.1528 hartree
**Total charge**: +1



E_tot, record by record: -203826.309; -7361.067; -21255.366; -16031.816; -11945.944; -8369.083; -12864.028 eV
ΔE to the lowest compared entry with this formula, charge and spin, record by record: 9.90; 27.39; 59.79; 55.11; 114.73; 96.81; 119.76 kcal per mole